No. 1
Formula: C2H12N2O4
Source: the Open Molecules 2025 dataset
Level of theory: ωB97M-V/def2-TZVPD

```
! wB97M-V def2-TZVPD RIJCOSX def2/J DEFGRID3
* xyz 0 1
N -0.063 -1.480 -1.406
C 0.990 -0.800 -0.727
C 0.652 0.623 -0.141
N -0.267 1.328 -0.994
O 1.759 1.262 0.090
H -0.623 -0.880 -2.000
H -0.706 -1.748 -0.650
H 1.446 -1.472 0.005
H 1.748 -0.518 -1.469
H -1.174 1.418 -0.519
H 0.064 2.272 -1.178
H 2.657 0.336 1.051
H 3.194 0.271 2.480
O 2.880 -0.311 1.776
H 0.116 0.530 0.874
H -1.867 -1.296 1.745
O -1.511 -0.746 1.044
H -2.364 0.115 0.252
H -3.895 0.369 0.007
O -3.036 0.728 -0.239
*
```

Summary:
LUMO energy = -4.41 eV
HOMO = -9.764 eV
Orbital gap = 0.1969 Ha

---

No. 2
Formula: C2H12N3STi
Source: the Open Molecules 2025 dataset
Level of theory: ωB97M-V/def2-TZVPD

```
! wB97M-V def2-TZVPD RIJCOSX def2/J DEFGRID3
* xyz -1 3
C -1.412 2.006 -1.828
Ti 0.039 0.836 -0.861
N 1.530 2.038 0.275
H -0.731 0.904 0.559
H 1.183 2.274 1.213
H 1.303 -0.185 -0.641
H -1.214 3.064 -1.603
H -2.411 1.683 -1.491
H -1.266 1.817 -2.902
H 2.407 1.512 0.427
H 1.794 2.919 -0.181
N -0.518 -3.455 0.679
C -0.312 -2.127 0.561
N 0.342 -1.499 1.535
S -0.976 -1.314 -0.817
H -0.116 -3.973 1.452
H -1.004 -3.948 -0.063
H 0.586 -0.513 1.408
H 0.777 -2.037 2.279
*
```

Summary:
Expectation value of S² = 2.01
LUMO energy (spin up / spin down) = 2.68 / 2.67 eV
HOMO (spin up / spin down) = 0.415 / -3.949 eV
Orbital gap (spin up / spin down) = 0.0832 / 0.2431 Ha

---

No. 3
Formula: C2H12N4
Source: the Open Molecules 2025 dataset
Level of theory: ωB97M-V/def2-TZVPD

```
! wB97M-V def2-TZVPD RIJCOSX def2/J DEFGRID3
* xyz -1 2
N 2.543 0.395 -1.231
C 2.567 1.384 -0.206
N 1.245 1.923 0.370
H 3.451 0.125 -1.429
H 2.147 -0.387 -0.874
H 3.395 1.143 0.590
H 3.256 2.219 -0.708
H 0.707 1.919 -0.536
H 0.667 1.146 0.805
N -3.436 -0.599 0.269
C -2.213 -1.073 0.939
N -1.044 -1.055 0.156
H -3.834 -1.303 -0.287
H -3.089 0.069 -0.405
H -2.082 -0.648 2.001
H -2.467 -2.126 0.948
H -0.474 -1.894 0.496
H -1.338 -1.238 -0.900
*
```

Summary:
Expectation value of S² = 0.75
LUMO energy (spin up / spin down) = 3.92 / 3.80 eV
HOMO (spin up / spin down) = 1.074 / -5.031 eV
Orbital gap (spin up / spin down) = 0.1046 / 0.3247 Ha

---

No. 4
Formula: C2H12N7
Source: the Open Molecules 2025 dataset
Level of theory: ωB97M-V/def2-TZVPD

```
! wB97M-V def2-TZVPD RIJCOSX def2/J DEFGRID3
* xyz 1 1
C -0.357 2.333 -1.901
C -0.632 1.008 -1.202
N -1.497 1.091 0.039
N 0.503 0.117 -1.144
N 0.072 -1.142 -0.846
N -0.359 -1.189 0.601
N 0.790 -1.067 1.491
N 0.972 -2.146 2.074
N 1.912 -2.348 2.979
H -1.152 2.666 -2.479
H -0.236 3.187 -1.075
H 0.483 2.226 -2.530
H -1.277 0.594 -1.890
H -2.499 1.046 -0.142
H -1.040 0.103 0.587
H -1.354 1.860 0.659
H 1.281 0.533 -0.650
H 0.818 -1.742 -1.183
H -1.023 -2.094 0.554
H 2.661 -1.690 3.005
H 1.935 -3.346 3.054
*
```

Summary:
Structure (SMILES) = C[C@H]([NH3+])NNN/N=N/N
LUMO energy = -2.57 eV
HOMO = -13.289 eV
Orbital gap = 0.3938 Ha

---

No. 5
Formula: C2H12NO2
Source: the Open Molecules 2025 dataset
Level of theory: ωB97M-V/def2-TZVPD

```
! wB97M-V def2-TZVPD RIJCOSX def2/J DEFGRID3
* xyz 1 1
C -1.500 0.393 -1.317
C -0.674 -0.642 -0.545
N 0.406 0.191 0.269
H -1.511 1.287 -0.703
H -1.029 0.521 -2.289
H -2.528 0.076 -1.461
H -1.252 -1.086 0.260
H 0.037 -1.330 -0.975
H 0.018 0.750 1.027
H 0.778 0.939 -0.321
H 1.181 -0.410 0.533
H 1.613 3.445 2.456
H 2.292 3.881 1.141
O 1.616 3.294 1.506
H 0.751 -3.908 0.689
H -0.482 -3.957 -0.259
O 0.283 -3.443 -0.012
*
```

Summary:
LUMO energy = -3.22 eV
HOMO = -15.155 eV
Orbital gap = 0.4386 Ha

---

No. 6
Formula: C2H12NO2
Source: the Open Molecules 2025 dataset
Level of theory: ωB97M-V/def2-TZVPD

```
! wB97M-V def2-TZVPD RIJCOSX def2/J DEFGRID3
* xyz 2 2
C 1.508 0.570 -0.949
N 0.395 1.348 -0.182
C -0.765 1.583 -1.036
H 1.414 -0.506 -0.830
H 2.429 0.959 -0.497
H 1.415 1.001 -1.938
H 0.137 0.561 0.609
H 0.456 2.081 0.544
H -0.677 2.396 -1.799
H -0.840 0.713 -1.708
H -1.682 1.827 -0.502
H -1.131 -3.728 0.587
H -0.349 -3.496 1.845
O -0.446 -3.140 0.945
H -0.360 -1.417 1.292
H -1.161 -0.311 2.071
O -0.344 -0.441 1.548
*
```

Summary:
Expectation value of S² = 0.76
LUMO energy (spin up / spin down) = -7.55 / -15.93 eV
HOMO (spin up / spin down) = -21.206 / -20.105 eV
Orbital gap (spin up / spin down) = 0.5019 / 0.1535 Ha

---

No. 7
Formula: C2H12NO3
Source: the Open Molecules 2025 dataset
Level of theory: ωB97M-V/def2-TZVPD

```
! wB97M-V def2-TZVPD RIJCOSX def2/J DEFGRID3
* xyz 1 1
C 0.668 -1.753 0.814
O -0.618 -2.032 0.307
C 0.762 -0.232 0.986
N -0.175 0.446 0.050
H 0.815 -2.181 1.807
H 1.450 -2.146 0.168
H -0.742 -2.976 0.169
H 1.758 0.161 0.759
H 0.446 0.066 1.981
H 0.097 0.565 -0.933
H -1.039 -0.096 -0.119
H -0.417 1.418 0.322
H -0.540 4.037 1.357
H -1.672 3.389 0.590
O -0.910 3.171 1.140
H -0.354 -0.542 -3.817
H 0.506 -1.015 -2.636
O -0.036 -0.281 -2.943
*
```

Summary:
LUMO energy = -3.00 eV
HOMO = -15.000 eV
Orbital gap = 0.4410 Ha

---

No. 8
Formula: C2H12NOV
Source: the Open Molecules 2025 dataset
Level of theory: ωB97M-V/def2-TZVPD

```
! wB97M-V def2-TZVPD RIJCOSX def2/J DEFGRID3
* xyz 1 2
C -1.314 -1.153 -1.685
V -0.047 -0.349 -0.214
N 1.110 0.695 -1.632
H -1.517 -0.633 0.531
H -1.510 0.210 0.049
H -2.302 -1.397 -1.244
H -0.714 -2.090 -1.874
H -1.406 -0.529 -2.598
H 2.037 0.407 -1.417
H 0.997 1.686 -1.500
H 0.911 0.461 -2.638
C 0.503 0.192 2.578
O 0.579 0.895 1.365
H 0.692 -0.846 2.300
H -0.458 0.266 3.055
H 1.269 0.457 3.355
H 1.169 1.729 1.569
*
```

Summary:
Expectation value of S² = 0.79
LUMO energy (spin up / spin down) = -4.03 / -4.01 eV
HOMO (spin up / spin down) = -12.704 / -12.111 eV
Orbital gap (spin up / spin down) = 0.3187 / 0.2976 Ha

---

No. 9
Formula: C2H12O3
Source: the Open Molecules 2025 dataset
Level of theory: ωB97M-V/def2-TZVPD

```
! wB97M-V def2-TZVPD RIJCOSX def2/J DEFGRID3
* xyz 0 1
C 1.257 -0.113 1.736
C 0.106 0.642 1.037
H 1.496 -1.090 1.423
H 1.032 -0.151 2.755
H 2.170 0.419 1.522
H -0.951 0.254 1.511
H 0.113 1.715 1.188
H 0.193 0.395 0.012
O 1.601 -1.448 -0.969
H 2.365 -1.856 -1.513
H 1.893 -1.153 -0.143
O -1.338 0.442 -2.396
H -1.749 -0.294 -2.642
H -0.460 0.412 -1.966
O -2.874 0.541 -0.334
H -2.765 0.332 -1.217
H -2.088 0.953 -0.003
*
```

Summary:
Structure (SMILES) = CC.O.O.O
LUMO energy = 0.57 eV
HOMO = -10.687 eV
Orbital gap = 0.4136 Ha

---

No. 10
Formula: C2H12O3S
Source: the Open Molecules 2025 dataset
Level of theory: ωB97M-V/def2-TZVPD

```
! wB97M-V def2-TZVPD RIJCOSX def2/J DEFGRID3
* xyz 0 1
C -2.411 0.329 0.503
S -3.208 -1.208 -0.190
C -1.792 -2.359 -0.049
H -3.232 1.025 0.649
H -1.676 0.689 -0.287
H -2.025 0.045 1.494
H -2.039 -3.346 0.151
H -1.250 -2.213 -0.977
H -1.180 -2.178 0.800
O 0.972 0.100 1.254
H 1.606 0.777 0.847
H 0.534 0.632 1.953
O 1.911 0.092 -2.430
H 1.012 0.213 -2.554
H 1.882 0.676 -1.666
O 3.823 2.440 -0.113
H 4.186 1.817 0.532
H 2.888 2.469 0.084
*
```

Summary:
Structure (SMILES) = CSC.O.O.O
LUMO energy = -0.14 eV
HOMO = -8.539 eV
Orbital gap = 0.3087 Ha

---

No. 11
Formula: C2H12O3S
Source: the Open Molecules 2025 dataset
Level of theory: ωB97M-V/def2-TZVPD

```
! wB97M-V def2-TZVPD RIJCOSX def2/J DEFGRID3
* xyz 0 1
C 1.960 -0.178 3.010
C 0.497 -0.573 3.326
S -0.556 -0.521 1.910
H 1.935 0.707 2.368
H 2.446 -1.041 2.566
H 2.502 0.201 3.877
H 0.521 -1.581 3.751
H 0.131 0.051 4.141
H 0.415 -0.667 0.991
O 0.071 -1.229 -3.006
H 0.756 -1.463 -2.371
H -0.491 -0.605 -2.525
O -2.137 0.609 -1.762
H -2.588 0.170 -1.038
H -1.395 1.140 -1.468
O 0.715 2.212 -4.168
H -0.026 2.016 -4.742
H 1.101 1.421 -3.792
*
```

Summary:
Structure (SMILES) = CCS.O.O.O
LUMO energy = 0.33 eV
HOMO = -9.412 eV
Orbital gap = 0.3579 Ha

---

No. 12
Formula: C2H12O3S2
Source: the Open Molecules 2025 dataset
Level of theory: ωB97M-V/def2-TZVPD

```
! wB97M-V def2-TZVPD RIJCOSX def2/J DEFGRID3
* xyz 0 1
C 1.800 -0.042 -0.814
C 1.312 0.991 -1.927
S 0.189 0.450 -3.301
S -0.817 -1.049 -2.302
H 2.650 0.463 -0.320
H 2.109 -1.026 -1.141
H 1.024 -0.140 -0.044
H 2.201 1.017 -2.494
H 0.827 1.929 -1.495
H -1.431 -1.697 -3.237
O -3.469 -1.596 0.247
H -4.228 -1.459 -0.245
H -2.804 -0.992 0.062
O -0.964 0.286 0.805
H -1.151 0.300 -0.162
H -0.846 1.139 1.201
O 1.409 0.808 5.059
H 1.333 0.116 5.766
H 0.853 0.500 4.341
*
```

Summary:
Structure (SMILES) = CCSS.O.O.O
LUMO energy = 0.38 eV
HOMO = -8.374 eV
Orbital gap = 0.3219 Ha

---

No. 13
Formula: C2H12O3S2
Source: the Open Molecules 2025 dataset
Level of theory: ωB97M-V/def2-TZVPD

```
! wB97M-V def2-TZVPD RIJCOSX def2/J DEFGRID3
* xyz 0 1
C 0.502 -1.638 3.160
C 0.441 -0.355 2.365
S 0.764 -0.671 0.621
S 2.805 -0.912 0.477
H -0.326 -2.265 2.805
H 0.269 -1.532 4.230
H 1.446 -2.175 3.154
H 1.093 0.384 2.832
H -0.571 0.027 2.365
H 2.848 -2.226 0.737
O -0.625 2.962 -1.575
H 0.066 3.458 -1.122
H -0.124 2.590 -2.312
O -3.409 2.074 -3.198
H -2.612 2.445 -2.805
H -3.851 1.640 -2.458
O -3.116 -0.484 -1.717
H -3.675 -0.802 -2.442
H -2.338 -1.017 -1.936
*
```

Summary:
Structure (SMILES) = CCSS.O.O.O
LUMO energy = 0.48 eV
HOMO = -9.230 eV
Orbital gap = 0.3570 Ha

---

E_tot
In order: -13433.1027; -40685.7687; -8225.6224; -12688.1417; -7847.2161; -7831.0113; -9895.0873; -31483.1768; -8409.6507; -19245.2038; -19246.0447; -30080.4360; -30081.5168
Unit: eV